1 | Density functional theory data (ωB97M-V/def2-TZVPD) for an isolated molecule of C4H9NO.

HOMO energy = -9.64 eV
HOMO-LUMO gap = 10.6 eV
spin multiplicity = 1
structure (SMILES) = CCNC(C)=O

CARTESIAN COORDINATES (ANGSTROEM)
C  -2.221  0.490  0.131
C  -1.196  -0.390  -0.578
N  0.164  0.094  -0.438
C  1.098  -0.558  0.312
C  2.475  0.078  0.334
O  0.856  -1.584  0.928
H  -3.232  0.100  -0.026
H  -2.195  1.518  -0.248
H  -2.025  0.517  1.208
H  -1.198  -1.398  -0.155
H  -1.437  -0.472  -1.645
H  0.422  0.951  -0.901
H  2.590  0.910  -0.368
H  3.213  -0.693  0.099
H  2.685  0.436  1.346

***

2 | Density functional theory data (ωB97M-V/def2-TZVPD) for a cluster of 2 separate species, C4H9NO in total.

HOMO energy (spin up / spin down) = -7.35 / -7.35 eV
HOMO-LUMO gap (spin up / spin down) = 7.3 / 7.3 eV
spin multiplicity = 1

CARTESIAN COORDINATES (ANGSTROEM)
C  0.299  1.137  -0.950
C  -1.335  1.100  0.760
C  -0.414  0.092  1.080
O  0.297  -0.099  2.050
N  -0.144  -0.713  -0.153
C  0.996  -1.599  -0.176
H  0.633  0.548  -1.806
H  -0.318  1.978  -1.241
H  1.108  1.412  -0.280
H  -1.572  1.841  1.518
H  -2.098  0.903  0.012
H  -0.988  -1.090  -0.570
H  1.656  -1.349  -1.022
H  1.541  -1.461  0.762
H  0.699  -2.648  -0.269

***

3 | Density functional theory data (ωB97M-V/def2-TZVPD) for a cluster of 2 separate species, C4H9NO in total.

HOMO energy = -9.21 eV
HOMO-LUMO gap = 10.0 eV
spin multiplicity = 1
structure (SMILES) = C=CO.C=NC

CARTESIAN COORDINATES (ANGSTROEM)
C  1.852  2.010  -0.891
C  1.419  2.230  0.354
O  0.346  2.821  0.928
H  2.572  1.212  -1.018
H  1.382  2.368  -1.790
H  2.171  2.033  1.126
H  -0.106  3.324  0.218
C  -1.288  -3.281  0.213
N  -1.105  -2.352  -0.621
C  -1.163  -0.979  -0.061
H  -1.432  -4.289  -0.171
H  -1.245  -3.088  1.286
H  -0.104  -0.737  0.075
H  -1.682  -0.189  -0.585
H  -1.616  -1.082  0.935

***

What should be chosen as the most stable of them? Choose 1.

***

1 | Density functional theory data (ωB97M-V/def2-TZVPD) for an isolated molecule of C4H9NO.

HOMO energy = -9.78 eV
HOMO-LUMO gap = 10.8 eV
spin multiplicity = 1
structure (SMILES) = C[C@H]1N[C@H]1CO

CARTESIAN COORDINATES (ANGSTROEM)
C  -0.534  -0.271  1.815
C  0.458  -0.599  0.727
N  -0.026  -1.187  -0.518
C  0.751  0.050  -0.584
C  0.066  1.203  -1.309
O  -1.331  1.081  -1.338
H  -0.151  0.510  2.481
H  -1.499  0.038  1.411
H  -0.684  -1.172  2.423
H  1.355  -1.076  1.129
H  0.485  -2.023  -0.773
H  1.803  -0.030  -0.867
H  0.488  1.211  -2.332
H  0.315  2.171  -0.860
H  -1.499  0.125  -1.337

***

2 | Density functional theory data (ωB97M-V/def2-TZVPD) for a structure of composition C4H9NO.

HOMO energy = -8.29 eV
HOMO-LUMO gap = 9.4 eV
spin multiplicity = 1

CARTESIAN COORDINATES (ANGSTROEM)
O  -0.343  0.788  -1.181
C  0.836  -0.047  -1.271
C  1.293  -0.254  0.218
N  0.461  0.631  1.021
C  -1.417  0.100  -0.113
C  -0.797  -0.079  1.283
H  0.121  1.308  -0.030
H  1.632  0.447  -1.856
H  0.533  -0.954  -1.796
H  1.222  -1.321  0.485
H  2.331  0.053  0.357
H  -2.180  0.873  -0.140
H  -1.644  -0.795  -0.667
H  -0.683  -1.148  1.586
H  -1.366  0.397  2.105

***

What should be chosen as the most stable of them? Choose 1.

***

1 | Density functional theory data (ωB97M-V/def2-TZVPD) for an isolated molecule of C4H9NO.

HOMO energy = -6.72 eV
HOMO-LUMO gap = 7.4 eV
spin multiplicity = 1

CARTESIAN COORDINATES (ANGSTROEM)
C  -1.633  -0.671  -0.294
C  -0.462  1.391  -0.066
O  -0.407  1.751  1.090
C  -0.225  -0.051  -0.438
C  2.092  0.208  -0.036
N  0.821  -0.493  0.504
H  -2.059  -0.509  0.705
H  -2.321  -0.195  -1.008
H  -1.614  -1.737  -0.518
H  -0.914  2.014  -0.856
H  0.571  -0.064  1.404
H  0.188  -0.182  -1.441
H  2.619  0.587  0.844
H  2.684  -0.598  -0.491
H  0.829  -1.513  0.631

***

2 | Density functional theory data (ωB97M-V/def2-TZVPD) for an isolated molecule of C4H9NO.

HOMO energy = -9.54 eV
HOMO-LUMO gap = 10.5 eV
spin multiplicity = 1
structure (SMILES) = CCNC(C)=O

CARTESIAN COORDINATES (ANGSTROEM)
C  -0.207  -1.097  1.229
C  0.605  -1.162  -0.007
N  0.049  -0.424  -1.118
C  -0.444  0.865  -1.173
C  -0.012  1.732  -0.037
O  -1.097  1.270  -2.098
H  0.124  -1.803  1.962
H  -1.219  -1.407  0.884
H  -0.221  -0.178  1.680
H  1.583  -0.670  0.252
H  0.821  -2.201  -0.478
H  -0.261  -0.988  -1.894
H  0.716  1.288  0.680
H  0.429  2.686  -0.380
H  -0.867  2.091  0.498

***

What should be chosen as the most stable of them? Choose 2.

***

1 | Density functional theory data (ωB97M-V/def2-TZVPD) for an isolated molecule of C4H9NO.

HOMO energy = -9.03 eV
HOMO-LUMO gap = 9.9 eV
spin multiplicity = 1
structure (SMILES) = [H]/N=C(/C)CCO

CARTESIAN COORDINATES (ANGSTROEM)
H  -0.820  -2.312  -0.734
N  -1.494  -1.565  -0.547
C  -0.951  -0.492  -0.115
C  -1.833  0.681  0.193
C  0.721  -0.576  0.344
C  1.098  0.689  -0.250
O  2.687  0.565  0.221
H  -2.319  1.027  -0.723
H  -2.613  0.405  0.909
H  -1.349  1.546  0.651
H  1.131  -1.450  -0.160
H  0.757  -0.648  1.429
H  1.082  0.761  -1.335
H  0.791  1.584  0.285
H  3.112  -0.216  -0.169

***

2 | Density functional theory data (ωB97M-V/def2-TZVPD) for a structure of composition C4H9NO.

HOMO energy (spin up / spin down) = -6.74 / -6.74 eV
HOMO-LUMO gap (spin up / spin down) = 7.6 / 7.6 eV
spin multiplicity = 1

CARTESIAN COORDINATES (ANGSTROEM)
C  -0.979  -0.209  -0.935
C  -1.397  -0.753  1.257
O  -0.685  0.301  1.786
C  0.368  0.617  1.088
N  0.609  -0.094  0.018
C  1.732  0.347  -0.795
H  -1.745  0.554  -0.791
H  -0.376  0.092  -1.803
H  -1.401  -1.190  -1.136
H  -2.322  -0.867  1.819
H  -0.790  -1.647  1.132
H  0.882  1.525  1.399
H  1.751  1.432  -0.978
H  1.692  -0.162  -1.762
H  2.662  0.054  -0.298

***

What should be chosen as the most stable of them? Choose 1.

***

1 | Density functional theory data (ωB97M-V/def2-TZVPD) for an isolated molecule of C4H2BrNOS.

HOMO energy = -10.27 eV
HOMO-LUMO gap = 9.3 eV
spin multiplicity = 1
structure (SMILES) = C#C[C@@H](Br)SOC#N

CARTESIAN COORDINATES (ANGSTROEM)
C  0.476  -0.867  2.066
C  0.515  0.016  1.221
C  0.888  0.780  0.088
Br  2.755  1.482  0.055
S  0.701  -0.242  -1.787
O  -0.767  -0.941  -1.315
C  -1.933  -0.392  -1.477
N  -2.978  0.081  -1.579
H  0.294  -1.482  2.906
H  0.049  1.566  -0.176

***

2 | Density functional theory data (ωB97M-V/def2-TZVPD) for a structure of composition C4H2BrNOS.

HOMO energy = -9.34 eV
HOMO-LUMO gap = 8.8 eV
spin multiplicity = 1

CARTESIAN COORDINATES (ANGSTROEM)
C  0.102  0.693  -0.200
C  0.812  -0.253  0.409
C  2.342  1.839  0.396
C  -0.365  2.691  -1.292
N  0.566  1.900  -0.460
O  -1.395  2.333  -1.698
S  2.421  0.331  0.952
Br  0.448  4.270  -1.880
H  -0.850  0.598  -0.574
H  0.635  -1.251  0.555

***

What should be chosen as the most stable of them? Choose 2.

***

1 | Density functional theory data (ωB97M-V/def2-TZVPD) for a cluster of 2 separate species, C5H14 in total.

HOMO energy = -11.44 eV
HOMO-LUMO gap = 12.6 eV
spin multiplicity = 1
structure (SMILES) = CCC.CC

CARTESIAN COORDINATES (ANGSTROEM)
C  2.225  0.543  -0.810
C  1.263  1.687  -1.229
C  -0.191  1.303  -0.921
H  3.216  0.708  -1.214
H  2.270  0.450  0.278
H  1.778  -0.390  -1.153
H  1.560  2.634  -0.801
H  1.352  1.735  -2.306
H  -0.404  1.495  0.133
H  -0.918  1.806  -1.557
H  -0.334  0.230  -1.061
C  -0.989  -2.070  1.035
C  -1.924  -0.982  1.623
H  -1.475  -2.626  0.254
H  -0.116  -1.575  0.592
H  -0.564  -2.641  1.853
H  -1.726  0.037  1.314
H  -2.973  -1.091  1.299
H  -2.048  -1.254  2.672

***

2 | Density functional theory data (ωB97M-V/def2-TZVPD) for a cluster of 2 separate species, C5H14 in total.

HOMO energy = -11.52 eV
HOMO-LUMO gap = 12.7 eV
spin multiplicity = 1
structure (SMILES) = CCC.CC

CARTESIAN COORDINATES (ANGSTROEM)
C  1.271  -0.120  -0.127
C  0.988  -1.589  -0.457
C  2.243  -2.329  -0.880
H  1.893  -0.017  0.762
H  0.346  0.437  0.057
H  1.799  0.397  -0.940
H  0.567  -2.039  0.438
H  0.220  -1.627  -1.234
H  3.083  -2.059  -0.241
H  2.157  -3.421  -0.799
H  2.502  -2.102  -1.911
C  -1.986  2.416  0.245
C  -2.310  1.203  1.112
H  -2.527  2.404  -0.700
H  -2.244  3.356  0.732
H  -0.933  2.493  -0.035
H  -1.514  1.064  1.845
H  -2.290  0.288  0.507
H  -3.265  1.245  1.626

***

What should be chosen as the most stable of them? Choose 2.